1.
{
  "formula": "C2H8S3",
  "method": "ωB97M-V/def2-TZVPD",
  "smiles": "CCS.SS",
  "de_lowest_kcal_mol": 30.41,
  "total_charge": 0,
  "e_homo_ha": -0.3062,
  "molar_mass_g_mol": 128.3,
  "species": ["S", "S", "H", "H", "C", "C", "S", "H", "H", "H", "H", "H", "H"],
  "coordinates": [[2.6598, -0.4716, -0.6697], [1.6777, -2.0130, -1.4355], [1.8076, -0.2682, 0.4044], [0.4792, -1.6501, -0.7799], [-0.8993, 0.3712, 1.7692], [-1.8000, 1.6313, 1.6689], [-2.9270, 1.4114, 0.2763], [-1.3099, -0.5108, 2.1719], [-0.6964, 0.1259, 0.6795], [0.1284, 0.5260, 2.2049], [-1.2120, 2.6395, 1.4463], [-2.3845, 1.6979, 2.5460], [-3.1838, 2.5963, -0.0392]],
  "forces_ev_per_angstrom": [[0.590, 2.302, 1.715], [-2.714, -1.463, 0.165], [0.963, -0.170, -0.692], [1.130, -0.649, -1.176], [2.061, 1.397, -2.642], [1.821, 1.298, -0.747], [0.146, -3.169, 0.151], [-0.929, -0.737, 0.797], [0.054, -0.009, 1.086], [-1.222, 0.169, -0.069], [-0.995, -2.335, 0.821], [-0.471, 0.563, 1.029], [-0.434, 2.803, -0.439]]
}

2.
{
  "formula": "C2H8SSi",
  "method": "ωB97M-V/def2-TZVPD",
  "smiles": "C[SiH](C)S",
  "de_lowest_kcal_mol": 0.00,
  "total_charge": 0,
  "e_homo_ha": -0.3419,
  "molar_mass_g_mol": 92.2,
  "species": ["C", "C", "Si", "S", "H", "H", "H", "H", "H", "H", "H", "H"],
  "coordinates": [[-1.4163, -0.3442, -0.5543], [1.3900, 0.8637, 0.2187], [0.3552, -0.5994, -0.2762], [0.6586, -2.2811, 1.0199], [-1.8964, 0.1250, 0.2808], [-1.7795, 0.2590, -1.4228], [-2.0588, -1.2141, -0.6345], [1.0748, 1.4161, 1.0452], [2.4614, 0.9336, 0.2899], [1.0598, 1.5415, -0.5118], [1.1908, -0.8568, -1.5128], [-0.4027, -2.9018, 0.3692]],
  "forces_ev_per_angstrom": [[-2.060, 0.807, -1.062], [-0.567, -0.200, 0.525], [2.765, -0.587, -0.662], [-1.161, -0.415, -0.493], [0.037, 0.624, 0.862], [0.892, -0.214, 0.439], [0.470, -0.777, -0.129], [-0.799, 0.524, 2.056], [0.442, -0.814, -0.454], [-0.069, 1.123, -1.748], [-0.867, -0.340, -0.002], [0.919, 0.269, 0.669]]
}

Number 1: HOMO-LUMO gap 0.322 hartree. Number 2: HOMO-LUMO gap 0.370 hartree.